# 1
Here is 3 unconnected molecules or ions with the total composition C33H28NO5 at a distorted geometry from the OMol25 dataset. Energies are from ωB97M-V with the def2-TZVPD basis set.

Properties
HOMO: -11.43 eV
molar mass: 518.6 g mol⁻¹
frontier orbital gap: 6.959 eV
spin multiplicity: 1
E: -1704.96143 a.u.
net charge: +1

Cartesian coordinates (Å):
O1 1.91797 4.06986 0.07511
C1 3.75366 -2.32752 1.34478
C2 0.32410 3.83740 -4.40338
C3 -0.52756 3.34785 1.20870
C4 -2.84166 2.79180 0.83425
H1 0.29617 3.52370 1.89106
H2 1.41476 0.27599 -3.78430
H3 -4.78788 -2.17483 3.34866
C5 -3.05555 -0.17737 2.95507
C6 1.17758 4.00999 -2.14973
C7 1.45053 0.83421 -1.70718
H4 -3.15975 -2.83913 3.71077
C8 2.78911 -1.57082 -1.29275
C9 2.40505 4.43827 -2.65056
H5 -3.66272 -1.14092 1.08560
C10 -4.40322 -3.75804 0.67116
H6 -6.57230 -3.26784 0.68005
C11 -1.39352 3.21995 -1.04206
C12 -3.85823 -2.58187 2.85320
H7 4.80327 -5.08877 -0.33654
H8 3.54359 4.90466 -4.40881
H9 -2.61522 -0.43159 3.96002
H10 3.21740 4.67625 -1.97374
C13 4.64674 -4.40087 0.48614
H11 5.66803 -5.64196 1.90719
H12 1.69908 4.35287 -5.96776
O2 2.78065 -0.32182 2.08449
H13 5.33036 -4.06934 3.79172
N1 -4.12100 -3.88243 2.12897
H14 -0.48202 3.60403 -5.08918
C14 -0.33503 3.46343 -0.16711
C15 -3.12097 -1.47287 2.00924
C16 3.96393 -3.20341 0.27874
C17 2.38497 -1.20966 -2.57683
C18 2.58935 4.56645 -4.02171
H15 -3.69869 -4.22955 -0.07131
H16 -4.85955 0.48136 2.39607
H17 -4.97569 -4.28746 2.55912
O3 -4.38155 0.33398 3.22663
C19 -1.19283 3.30362 -2.50921
H18 -3.47853 2.71227 -1.21273
C20 0.13078 3.72098 -3.02801
H19 0.92637 1.76589 -1.86876
H20 -3.38892 -4.59364 2.27955
C21 3.00432 -1.06466 1.14561
C22 1.72221 -0.00672 -2.78347
C23 -1.77848 3.01148 1.70781
C24 1.55158 4.25906 -4.89801
H21 -3.82214 2.54106 1.22505
H22 1.64845 1.14277 0.40697
H23 -5.44011 -2.26567 -0.52611
C25 5.13369 -4.71220 1.74882
C26 0.99429 3.86200 -0.68764
H24 -1.92749 2.92568 2.77873
C27 1.85753 0.48171 -0.42699
H25 4.09986 -1.96021 3.43865
C28 -5.54445 -3.06209 0.26518
C29 3.47956 -2.86499 -1.08018
C30 4.94133 -3.82948 2.80875
O4 3.64996 -3.63402 -2.00802
O5 -2.10327 3.03700 -3.27221
C31 4.24907 -2.64190 2.60935
H26 2.58988 -1.86330 -3.41674
C32 2.53785 -0.71678 -0.21793
H27 -2.45167 0.63292 2.43764
C33 -2.64930 2.88976 -0.53747
H28 -2.04375 -1.72455 1.77758

---

# 2
Here is H5NOSSi in the gas phase at a distorted geometry from the OMol25 dataset. Energies are from ωB97M-V with the def2-TZVPD basis set.

Properties
HOMO: -9.80 eV
molar mass: 95.2 g mol⁻¹
frontier orbital gap: 10.283 eV
structure (SMILES): N[Si@@H](O)S
spin multiplicity: 1
E: -820.75530 a.u.
net charge: 0

Cartesian coordinates (Å):
H1 -0.16520 -0.24283 -1.78821
Si1 -0.48064 -0.52936 -0.25721
S1 -2.34990 0.46466 0.17089
N1 0.96027 0.33741 0.42548
H2 1.58297 -0.19771 0.97766
O1 -0.55321 -2.09772 0.17326
H3 0.69010 1.15228 0.97356
H4 -0.09545 -2.29575 0.91551
H5 -2.10278 1.37175 -0.79427

---

# 3
Here is a molecular structure, C39H58Br43F8N3O2P at a distorted geometry from the OMol25 dataset. Energies are from ωB97M-V with the def2-TZVPD basis set.

Properties
HOMO: -11.03 eV
molar mass: 4219.7 g mol⁻¹
frontier orbital gap: 8.622 eV
spin multiplicity: 1
E: -113658.08421 a.u.
net charge: +1

Cartesian coordinates (Å):
C1 -0.51932 -3.18230 -7.18683
Br1 3.12988 -2.84696 -1.09381
H1 0.25277 -2.62699 -2.37687
C2 -1.80797 2.84597 -4.67307
Br2 8.80405 -4.34500 10.12161
C3 -1.41559 -1.64715 -0.22871
C4 -4.53431 0.77918 -2.60898
N1 -2.15251 1.47799 -2.10166
H2 -1.75627 -2.50158 -0.82316
H3 -7.16619 -0.45546 -5.43147
C5 15.33169 -7.06713 5.44064
C6 2.05790 2.48291 -5.78986
H4 -6.85801 -0.72587 -3.72838
Br3 5.72200 -6.31959 3.15517
F1 0.91444 1.78321 -6.00053
Br4 0.79668 -4.47458 8.10969
C7 7.62339 -3.42773 11.32914
Br5 -8.18189 8.58748 6.76986
Br6 -2.38403 -3.32589 -6.74380
Br7 -14.88346 -0.66607 -4.22568
Br8 9.68457 -1.62355 -0.73746
C8 -5.75340 1.60479 -3.06281
C9 -4.62114 0.64754 -1.06160
Br9 10.08612 -6.27844 7.50879
Br10 8.26106 1.18369 -0.29658
C10 1.76687 3.73582 -4.92687
C11 0.63374 4.69173 -5.47285
C12 5.60006 -6.36136 5.08848
H5 -1.64783 -2.96397 -3.44622
C13 -0.06674 -1.94546 0.43756
Br11 0.60001 -3.77719 -5.73701
C14 -2.22011 2.79786 -1.46039
C15 0.61570 -2.01855 2.92728
F2 2.54812 2.89635 -6.98092
H6 9.75063 0.42684 -2.11436
Br12 -7.90961 6.46739 4.41531
C16 -7.17738 0.02693 -4.45320
H7 -0.82559 0.94024 0.88102
Br13 -3.40256 5.86917 -1.83973
C17 -0.20356 -0.48907 -2.06945
Br14 13.86632 -8.13960 6.08458
Br15 -6.28802 5.64730 -0.52555
Br16 6.18411 -0.36616 9.62219
C18 -3.19242 2.48681 -4.10080
Br17 -9.01497 0.51962 -4.09890
H8 0.48248 -1.56210 -3.74916
H9 -1.66626 2.31778 -5.62200
F3 0.21507 4.22590 -6.67664
Br18 -1.97697 5.35728 4.89982
H10 -3.83559 2.22920 -4.94686
F4 2.63047 0.95805 -4.05083
Br19 -12.40343 1.03922 -3.20840
Br20 4.97919 -0.67638 0.37248
C19 -3.15410 1.26394 -3.17425
H11 -12.51954 -1.31942 -3.94552
H12 0.20024 -2.30888 3.89734
H13 -3.64472 3.36782 -3.63923
Br21 8.59234 -2.47816 12.69143
F5 2.92619 4.42630 -4.85491
Br22 6.30984 -4.61217 12.07844
H14 -4.28261 2.98061 0.34337
H15 6.13301 -7.24775 5.40202
H16 -1.35469 2.05817 2.13417
Br23 6.06756 0.73469 6.64445
H17 1.99212 -4.49882 2.65021
Br24 10.87822 -4.52980 4.96790
H18 -4.69588 -0.22814 -3.01162
H19 -1.20575 -2.92753 2.06334
C20 2.51038 -4.14942 8.92624
H20 -6.80557 2.09520 -4.88145
C21 4.92864 -2.20835 -0.77669
H21 3.14276 -3.65803 8.19924
Br25 9.42764 -7.33639 4.59093
C22 -2.59603 6.18159 3.27789
H22 3.62548 -3.87028 2.94796
H23 -1.28512 0.33352 2.51119
Br26 16.67414 -8.15294 4.60255
C23 3.08617 1.48106 -5.22284
C24 10.63481 -6.30080 5.66787
H24 -5.41998 0.99273 -5.14265
H25 11.59409 -6.79826 5.63459
C25 2.56482 -3.74063 3.18817
Br27 -12.39211 -0.18833 -6.14035
H26 0.32445 -3.68648 1.61355
H27 -3.23771 3.17381 -1.33351
F6 1.46644 3.32368 -3.66567
Br28 -5.31568 7.49195 5.93973
C26 -0.58045 4.93277 -4.54575
Br29 7.61764 -0.53266 -2.89916
H28 15.78423 -6.59885 6.30239
Br30 -1.39643 5.84424 1.80650
C27 2.12945 -2.31754 2.83881
H29 -0.33414 -3.83974 -8.02392
H30 -1.00800 2.52411 -3.99880
C28 -12.98280 -0.42064 -4.32585
N2 -1.33451 -0.48735 -1.13004
Br31 -6.69857 -0.39246 -8.39788
C29 5.34264 0.87008 8.41870
O1 -1.75268 4.24934 -4.90294
H31 -0.81401 5.99416 -4.66646
C30 -3.80207 2.67416 1.27182
N3 -3.36288 0.33218 -0.34708
Br32 -4.49441 8.23755 -0.00067
H32 5.31211 -1.89944 -1.73829
H33 -5.12005 1.52320 -0.64054
C31 -8.60909 -0.33398 -8.13845
H34 -8.81665 -0.79704 -7.18356
F7 1.22716 5.89439 -5.68659
H35 7.09093 -2.68766 10.75017
C32 -6.24940 1.24825 -4.47551
H36 -6.98323 8.74852 4.61773
Br33 3.43515 0.62857 8.46198
H37 0.74101 -0.36240 -1.53064
C33 -0.18041 -1.77399 -2.90466
C34 -1.51004 1.05346 1.72524
H38 0.55958 -2.57317 -0.20151
Br34 -9.25654 1.46873 -8.03721
H39 -2.16631 -1.47156 0.53932
C35 -0.16706 -2.72498 1.78597
H40 3.21093 0.67403 -5.95493
H41 -5.29572 -0.19518 -0.87011
Br35 -4.39671 5.65875 2.86902
Br36 14.72137 -5.66136 4.27941
H42 -2.92557 3.31451 1.41866
H43 2.47001 -3.89978 4.26191
H44 -4.49575 2.90706 2.07680
Br37 -9.53917 -1.35263 -9.47227
H45 -1.67797 3.51790 -2.07891
Br38 6.48147 -4.85733 5.90944
C36 8.94947 -0.06549 -1.58287
H46 -5.38792 7.31494 -2.10513
C37 -2.25500 0.43778 -1.15861
C38 -4.95557 6.84061 -1.23623
H47 2.62774 -1.62932 3.53840
Br39 3.80328 -6.53255 5.75937
Br40 -0.05996 -1.39833 -7.73543
H48 -0.30639 4.76824 -3.49952
H49 -2.60155 7.25033 3.44073
H50 2.47233 -2.03524 1.84072
P1 -3.30595 0.90545 1.35129
H51 -6.57995 1.36034 -2.37910
O2 -1.49296 -2.01769 -3.38999
H52 -5.58027 2.67718 -2.93088
Br41 2.32714 -2.96446 10.42956
H53 -0.30030 0.34566 -2.75618
H54 0.51963 -0.93160 2.81272
Br42 3.36809 -5.79534 9.40829
H55 -2.75898 0.44150 -3.78705
H56 5.55354 1.86755 8.77565
H57 0.45049 -0.99325 0.60169
Br43 6.03105 -3.63544 -0.12968
F8 4.27006 2.08045 -4.98949
C39 -7.08439 7.94595 5.33352
H58 -1.71868 2.76986 -0.49005

---

# 4
Here is a molecular structure, C19H38N3O2PSiTc at a distorted geometry from the OMol25 dataset. Energies are from ωB97M-V with the def2-TZVPD basis set.

Properties
HOMO (alpha / beta): -4.95 / -6.74 eV
molar mass: 497.6 g mol⁻¹
frontier orbital gap (alpha / beta): 5.316 / 7.079 eV
spin multiplicity: 4
E: -1773.04415 a.u.
net charge: 0
expectation value of S²: 3.79

Cartesian coordinates (Å):
H1 1.70331 -0.21173 -0.29614
H2 2.74106 2.15791 0.07444
H3 1.82773 -5.52912 -1.99061
H4 3.66077 -0.55897 -1.32116
C1 -1.43612 -3.77943 -0.78321
H5 1.38146 -0.94728 -4.22568
C2 3.18281 2.01353 -0.92095
N1 -0.28470 -1.65306 -1.02323
H6 -2.34455 -0.51981 4.56290
C3 0.18360 1.96876 -3.94444
C4 0.29653 -0.82621 -4.22220
C5 -0.30209 -0.50079 5.24373
H7 2.61111 0.44354 -3.15482
H8 -1.84863 -0.97614 1.15742
H9 2.86082 1.24951 2.97260
C6 -2.14600 -0.35583 2.00501
C7 1.00476 0.11069 4.82331
H10 -0.44582 5.07655 -0.26477
C8 2.58575 0.18793 2.96634
H11 -0.19234 -6.88532 -1.42727
C9 -1.88354 3.59421 1.32330
H12 -2.14578 0.48890 -4.44720
Tc1 0.23509 0.07983 -0.78453
H13 -0.50169 -0.20739 6.27854
H14 -0.31532 2.82582 -3.48157
H15 -1.49782 4.57737 1.60784
H16 -2.92015 3.49250 1.65648
H17 -0.24252 -1.59418 5.22963
O1 -2.44604 2.49794 -0.74166
H18 -1.54451 1.07793 4.51499
C10 0.19536 -0.00608 2.51008
C11 -0.82382 4.27828 -0.91324
C12 -0.29685 -2.98364 -1.13580
H19 -0.03142 -0.49742 -5.21514
H20 0.03710 3.69190 -1.26144
H21 4.27885 1.93001 -0.84990
H22 -1.31349 4.69858 -1.79862
P1 -0.21047 0.45130 -2.98871
H23 -2.30623 -3.23091 -0.41537
H24 1.77014 -3.03344 -1.73964
H25 1.84449 -0.38437 5.31451
C13 -1.38888 -5.15553 -0.89690
C14 0.89658 -3.66573 -1.55012
O2 0.44543 0.21080 1.26459
Si1 2.59170 0.41848 -1.65667
H26 -0.19603 1.83175 -4.96322
H27 -2.48074 1.29225 -2.85960
H28 -2.98765 -0.83715 2.50954
H29 2.78250 -0.27208 1.99202
H30 2.89966 2.81727 -1.61352
N2 1.20840 0.00181 3.39260
N3 -1.05353 -0.24729 2.95491
C15 -1.40005 -0.00961 4.34229
H31 -0.18103 -1.78160 -3.98346
H32 3.21015 -0.30665 3.71212
H33 -2.26968 -5.74307 -0.62998
H34 1.26310 2.12500 -3.98235
H35 1.02781 1.17770 5.10970
H36 -2.44953 0.63216 1.64539
C16 -0.22310 -5.79819 -1.34406
C17 0.91282 -5.04225 -1.65972
C18 -1.78109 3.37920 -0.17730
H37 -1.29640 2.82342 1.84262
H38 -2.45004 -0.49728 -2.98758
C19 -2.00123 0.43472 -3.35513

---

# 5
Here is 8 unconnected molecules or ions with the total composition H14NO10 at a distorted geometry from the OMol25 dataset. Energies are from ωB97M-V with the def2-TZVPD basis set.

Properties
HOMO: -6.85 eV
molar mass: 188.1 g mol⁻¹
frontier orbital gap: 9.741 eV
spin multiplicity: 1
E: -815.50073 a.u.
net charge: -1

Cartesian coordinates (Å):
H1 -2.11612 1.37932 1.05596
H2 0.71388 0.43132 -2.84604
H3 0.11688 0.82132 2.64196
H4 0.52088 3.14232 1.10796
O1 -0.46112 -0.12268 -1.81404
O2 0.33988 -2.76968 -1.40304
O3 -1.38712 -0.41468 0.12196
O4 0.48088 2.23732 0.80096
O5 1.95888 -0.13068 -0.55504
H5 2.03688 -0.65868 0.25696
N1 -1.33312 0.20332 -0.96004
H6 0.26588 -2.97568 -0.46704
O6 -1.62712 1.42632 -0.94204
O7 0.24888 -2.97968 1.24396
H7 1.03988 -0.13868 -0.83904
H8 -2.43312 2.50532 2.05296
H9 -0.14012 -1.97768 -1.58904
H10 2.30488 0.39632 -3.15404
H11 -0.33812 2.23932 0.33396
H12 0.13888 -2.01568 1.16096
H13 -0.52112 0.05232 1.51896
O8 1.47288 0.84332 -3.35304
H14 1.20088 -2.97568 1.45596
O9 0.05988 -0.06168 2.25696
O10 -2.54312 1.54332 1.91296

---

# 6
Here is 5 unconnected molecules or ions with the total composition C18H32Cl2N4 from the OMol25 dataset. Energies are from ωB97M-V with the def2-TZVPD basis set.

Properties
HOMO: -11.04 eV
molar mass: 375.4 g mol⁻¹
frontier orbital gap: 11.175 eV
structure (SMILES): CCCC#N.CCCC#N.CCCC#N.CCCC#N.ClCCCl
spin multiplicity: 1
E: -1844.42755 a.u.
net charge: 0

Cartesian coordinates (Å):
H1 -0.83734 0.61991 1.98938
H2 1.72566 4.16704 5.12823
N1 3.55067 2.34734 -4.78107
C1 1.45722 4.56910 4.15217
H3 2.79519 4.28471 -2.49065
N2 0.28156 1.33243 4.86107
H4 0.04348 2.13824 1.86479
H5 3.32759 4.33846 3.15546
Cl1 1.63343 6.32998 4.20177
H6 0.02977 -4.47647 -4.06397
H7 0.40595 4.31293 4.01025
C2 0.90340 1.35832 -2.19392
H8 -1.55350 -4.87135 -1.52094
C3 1.86427 2.46206 -1.71936
N3 1.80368 -1.58956 -4.45122
H9 1.82593 -1.34273 0.51483
C4 -5.03366 -1.97149 2.81172
H10 1.60029 -3.66705 -2.14474
C5 0.09067 1.12402 2.26211
C6 0.16898 1.24914 3.71585
C7 0.77766 -3.10292 -2.58713
C8 1.32162 0.40139 1.65916
C9 -0.69595 -5.13597 -2.13537
C10 1.35451 -2.25482 -3.63791
H11 2.36158 2.87802 3.17354
C11 -4.20160 -1.36657 0.54409
Cl2 1.71444 4.36361 1.45028
C12 2.94330 2.82182 -3.93443
H12 1.43570 0.63265 -2.80949
H13 0.09230 1.76446 -2.80480
H14 0.38171 -2.42548 -1.82695
C13 1.05759 -1.03274 1.22234
H15 -2.14059 -1.30214 -0.17194
H16 -5.15924 -1.76899 0.21071
H17 -3.47540 -2.94700 1.85667
H18 1.25715 3.84469 -3.24742
H19 0.15542 -5.37966 -1.49684
H20 -3.10042 -1.31995 2.41345
H21 0.09023 -1.10218 0.72100
H22 1.37219 3.01188 -0.91864
H23 0.42966 0.86392 -1.34352
C14 -3.12397 -1.66197 -0.48246
H24 -0.94400 -6.05874 -2.66074
H25 2.16400 0.45939 2.34679
H26 -3.02157 -2.71263 -0.75875
H27 -4.33585 -0.28781 0.63530
H28 -1.19062 -3.41221 -3.35605
H29 1.61264 0.97463 0.77439
C15 2.30779 3.96011 3.08375
H30 2.75770 1.97247 -1.33365
C16 -0.31809 -4.02690 -3.13648
C17 2.18842 3.44837 -2.84279
H31 -3.38867 -1.14267 -1.40962
H32 1.06683 -1.72118 2.06754
C18 -3.87091 -1.93303 1.94267
N4 -5.95882 -2.01686 3.49154